# 1
Computed, not measured: an isolated molecule of C18H15B3Cl3N3 in a non-equilibrium geometry, with ωB97M-V with the def2-TZVPD basis set.

Last column: Mulliken charge in e.
Positions of all 42 atoms, in Å:
Cl: 2.241 -2.238 0.270  -0.05
Cl: 0.208 2.628 1.872  -0.08
Cl: -2.680 -0.591 -1.241  -0.06
B: 1.335 0.332 0.632  0.81
B: -0.130 -1.141 -0.806  0.76
B: -0.955 1.143 -0.034  0.60
C: 5.496 1.215 1.553  -0.50
C: -0.963 -5.233 -1.825  -0.38
C: -4.506 3.674 0.258  -0.37
C: 4.880 1.770 0.452  -0.74
C: 4.751 0.484 2.452  -0.49
C: -0.649 -4.855 -0.529  -0.79
C: -1.113 -4.281 -2.816  -0.58
C: -4.408 2.444 0.909  -0.83
C: -3.457 4.124 -0.482  -0.55
C: 3.538 1.543 0.199  -0.25
C: 3.410 0.276 2.207  -0.32
C: -0.524 -3.525 -0.242  -0.10
C: -0.935 -2.941 -2.501  -0.45
C: -3.278 1.660 0.755  -0.02
C: -2.289 3.392 -0.557  -0.58
C: 2.822 0.764 1.064  0.28
C: -0.617 -2.560 -1.205  0.22
C: -2.183 2.135 0.035  0.25
N: 1.156 -0.916 -0.096  -0.44
N: 0.263 1.324 0.715  -0.73
N: -1.110 -0.074 -0.810  -0.16
H: 6.522 1.414 1.767  0.40
H: -1.118 -6.283 -2.065  0.36
H: -5.443 4.223 0.283  0.37
H: 5.393 2.416 -0.211  0.41
H: 5.236 0.056 3.336  0.36
H: -0.681 -5.584 0.291  0.34
H: -1.378 -4.580 -3.830  0.37
H: -5.244 2.050 1.471  0.36
H: -3.550 5.090 -0.963  0.38
H: 3.070 1.964 -0.710  0.29
H: 2.837 -0.354 2.857  0.39
H: -0.252 -3.232 0.783  0.42
H: -0.954 -2.192 -3.277  0.38
H: -3.259 0.686 1.209  0.40
H: -1.483 3.772 -1.172  0.35

For the gap between HOMO and LUMO, the calculation gives 8.96 eV. For the total energy, the calculation gives -62979.226 eV. The energy above the lowest of the compared OMol25 structures with the same formula, charge and spin is 0.0 kJ/mol. Its multiplicity is 1. The maximum force comes out at 0.049 Eh/bohr. For the HOMO energy, the calculation gives -9.082 eV.



# 2
Computed, not measured: a cluster of 6 separate species, C39H38Cl10F3N2O in total, with ωB97M-V with the def2-TZVPD basis set.

Last column: Mulliken charge in e.
Positions of all 93 atoms, in Å:
C: 8.148 -0.939 2.897  -1.03
C: 8.325 -2.228 3.677  -0.36
O: 7.101 -2.949 3.821  -0.36
C: 6.746 -3.749 2.717  -0.65
C: 5.231 -3.675 2.509  -1.03
C: 4.685 -2.269 2.789  0.52
C: 4.164 -2.092 4.211  -1.24
N: 2.773 -2.527 4.364  -0.38
C: 1.798 -1.938 3.434  -0.04
C: 2.402 -1.210 2.237  -0.38
C: 2.691 0.283 2.406  0.68
F: 1.564 0.965 2.208  -0.21
F: 3.160 0.605 3.609  -0.24
F: 3.594 0.684 1.490  -0.32
N: 3.609 -1.944 1.753  -0.11
H: 9.114 -0.464 2.723  0.41
H: 7.510 -0.241 3.442  0.23
H: 7.706 -1.126 1.914  0.28
H: 8.655 -2.018 4.692  0.33
H: 9.082 -2.869 3.214  0.37
H: 7.011 -4.790 2.926  0.33
H: 7.290 -3.455 1.814  0.48
H: 4.999 -3.992 1.487  0.29
H: 4.732 -4.373 3.185  0.44
H: 5.485 -1.546 2.642  0.12
H: 4.351 -1.076 4.569  0.26
H: 4.787 -2.746 4.819  0.69
H: 2.490 -2.250 5.295  0.38
H: 1.106 -1.254 3.931  0.40
H: 1.190 -2.727 2.988  -0.38
H: 1.674 -1.256 1.424  0.51
H: 4.034 -1.438 0.974  0.46
H: 3.267 -2.830 1.372  0.55
Cl: -0.383 -4.768 -1.030  -0.21
C: -1.452 -3.516 -0.507  0.21
C: -1.550 -3.166 0.834  0.47
Cl: -0.595 -3.990 2.034  -0.25
C: -2.407 -2.153 1.238  -0.52
C: -3.176 -1.492 0.295  -0.61
C: -3.084 -1.841 -1.046  -0.60
C: -2.225 -2.849 -1.449  -0.32
H: -2.477 -1.902 2.287  0.46
H: -3.860 -0.715 0.609  0.41
H: -3.696 -1.333 -1.779  0.46
H: -2.151 -3.138 -2.489  0.45
Cl: -0.255 7.626 0.113  -0.19
C: 0.896 6.449 0.634  0.38
C: 2.249 6.763 0.712  0.26
Cl: 2.823 8.336 0.298  -0.19
C: 3.157 5.801 1.130  -0.52
C: 2.716 4.533 1.469  -0.43
C: 1.366 4.221 1.393  -0.30
C: 0.458 5.178 0.976  -0.67
H: 4.205 6.059 1.187  0.40
H: 3.435 3.791 1.795  0.35
H: 1.015 3.236 1.660  0.48
H: -0.598 4.953 0.912  0.39
Cl: -9.479 -2.785 -1.956  -0.20
C: -8.196 -3.735 -1.300  0.46
C: -7.000 -3.149 -0.899  0.22
Cl: -6.762 -1.439 -1.058  -0.21
C: -5.983 -3.935 -0.380  -0.02
C: -6.152 -5.305 -0.267  -0.76
C: -7.343 -5.892 -0.670  -0.40
C: -8.363 -5.108 -1.180  -0.56
H: -5.056 -3.468 -0.077  0.30
H: -5.346 -5.912 0.123  0.38
H: -7.480 -6.962 -0.592  0.39
H: -9.297 -5.551 -1.498  0.41
Cl: -4.310 13.706 -2.927  -0.19
C: -3.201 12.492 -2.398  0.23
C: -1.841 12.761 -2.288  0.32
Cl: -1.208 14.322 -2.671  -0.20
C: -0.972 11.766 -1.865  -0.71
C: -1.456 10.507 -1.551  0.01
C: -2.813 10.240 -1.658  -0.28
C: -3.684 11.230 -2.080  -0.42
H: 0.083 11.990 -1.785  0.39
H: -0.771 9.738 -1.222  0.12
H: -3.199 9.259 -1.412  0.36
H: -4.744 11.037 -2.169  0.39
Cl: -5.115 -5.061 -3.782  -0.01
C: -4.123 -4.945 -5.194  0.12
C: -2.805 -5.380 -5.185  0.41
Cl: -2.096 -6.046 -3.752  -0.17
C: -2.033 -5.280 -6.334  -0.44
C: -2.577 -4.747 -7.490  -0.49
C: -3.895 -4.311 -7.500  -0.51
C: -4.666 -4.410 -6.354  -0.45
H: -1.009 -5.626 -6.311  0.41
H: -1.970 -4.673 -8.382  0.37
H: -4.327 -3.896 -8.400  0.38
H: -5.695 -4.078 -6.347  0.42

For the gap between HOMO and LUMO, the calculation gives 7.07 eV. For the total energy, the calculation gives -179458.460 eV. Its multiplicity is 1. As for the net charge: +1. The maximum force comes out at 0.010 Eh/bohr. For the HOMO energy, the calculation gives -10.097 eV.



# 3
Computed, not measured: a structure of composition C17H32Cl2O2P2Sr in a non-equilibrium geometry, with ωB97M-V with the def2-TZVPD basis set.

Last column: Mulliken charge in e.
Positions of all 56 atoms, in Å:
P: 0.003 -1.944 -2.223  1.36
P: 0.223 2.055 -2.108  1.43
C: -0.287 -0.525 -3.424  -0.97
C: 0.601 0.745 -3.353  -1.34
H: -1.361 -0.266 -3.441  0.48
H: -0.106 -0.991 -4.410  0.62
H: 1.674 0.488 -3.301  0.41
H: 0.494 1.262 -4.322  0.62
C: -1.391 2.684 -2.629  -1.48
H: -1.765 3.381 -1.869  0.43
H: -2.117 1.863 -2.736  0.36
H: -1.298 3.214 -3.582  0.50
C: 1.494 3.283 -2.432  -1.47
H: 1.185 3.924 -3.269  0.43
H: 2.444 2.789 -2.686  0.42
H: 1.640 3.907 -1.542  0.39
C: -1.308 -3.082 -2.698  -1.53
H: -1.493 -3.793 -1.888  0.40
H: -1.008 -3.631 -3.601  0.43
H: -2.236 -2.539 -2.924  0.39
C: 1.580 -2.552 -2.877  -1.52
H: 2.311 -1.739 -2.979  0.36
H: 1.407 -2.993 -3.863  0.47
H: 1.973 -3.316 -2.199  0.44
Sr: 0.697 0.277 4.268  1.38
C: 0.078 1.782 -0.349  0.19
C: -1.332 1.413 -0.159  -1.68
C: -1.770 0.086 -0.503  0.38
C: -1.633 -1.047 0.567  -0.81
C: -0.689 -2.057 0.084  -1.53
C: 0.640 -1.793 -0.421  0.45
C: 1.412 -0.451 -0.451  0.03
C: 1.058 0.764 0.390  -0.64
C: 0.279 -2.247 4.503  -1.79
H: 0.269 2.787 0.069  0.82
H: -2.016 2.139 0.301  0.31
H: -1.081 -0.193 -1.339  -1.15
H: -2.785 0.093 -0.927  0.66
H: -1.355 -0.631 1.550  -0.12
H: -2.633 -1.499 0.703  0.47
H: -0.947 -3.104 0.201  0.60
H: 1.348 -2.604 -0.149  0.92
H: 1.427 -0.125 -1.502  -0.73
H: 2.474 -0.687 -0.273  0.50
H: 0.643 0.495 1.377  -0.96
H: 1.995 1.318 0.587  0.74
H: 0.954 -2.596 5.303  0.46
H: 0.525 -2.750 3.554  0.33
H: -0.749 -2.510 4.790  0.35
Cl: -0.353 -0.430 6.925  -0.08
C: 0.366 1.205 7.280  -0.38
Cl: 2.099 1.240 6.620  -0.20
C: -0.473 2.274 6.524  0.91
O: -0.987 3.134 7.231  -0.62
O: -0.508 2.099 5.245  -0.77
H: 0.386 1.393 8.356  0.33

For the gap between HOMO and LUMO, the calculation gives 4.01 eV. For the total energy, the calculation gives -66692.559 eV. The energy above the lowest of the compared OMol25 structures with the same formula, charge and spin is 60.3 kJ/mol. Its multiplicity is 1. The maximum force comes out at 0.069 Eh/bohr. For the HOMO energy, the calculation gives -4.303 eV.



# 4
Computed, not measured: a structure of composition C27H28N2SiTi in a non-equilibrium geometry, with ωB97M-V with the def2-TZVPD basis set.

Last column: Mulliken charge in e.
Positions of all 59 atoms, in Å:
C: 0.760 -2.431 -1.259  -0.89
C: 1.430 -1.212 -1.656  -0.43
C: 2.655 -1.098 -0.918  -0.99
H: 1.150 -0.560 -2.475  1.15
C: 2.780 -2.254 -0.086  -0.38
C: 1.619 -3.089 -0.305  -0.45
H: 1.459 -4.098 0.071  0.44
H: -0.166 -2.824 -1.685  0.54
H: 3.381 -0.291 -1.019  0.52
H: 3.676 -2.484 0.492  0.50
Ti: 0.864 -1.225 0.533  0.24
C: -1.113 5.239 -0.196  -0.73
H: -0.404 4.996 0.597  0.22
H: -0.576 5.635 -1.061  0.25
H: -1.672 4.348 -0.487  -0.01
Si: -0.035 1.074 -0.587  0.27
C: -1.542 0.873 -1.691  0.53
C: -1.559 0.027 -2.814  -0.03
H: -0.700 -0.597 -3.057  0.16
C: -2.677 -0.035 -3.651  -0.77
H: -2.662 -0.702 -4.515  0.40
C: -3.801 0.753 -3.390  -0.49
H: -4.670 0.708 -4.049  0.37
C: -3.790 1.604 -2.278  -0.63
H: -4.656 2.238 -2.080  0.39
C: -2.683 1.648 -1.420  -0.35
H: -2.697 2.293 -0.537  0.39
C: 1.182 2.063 -1.612  0.72
C: 0.913 2.542 -2.904  -0.44
H: -0.101 2.490 -3.309  0.38
C: 1.952 3.055 -3.693  -0.48
H: 1.738 3.400 -4.705  0.38
C: 3.259 3.120 -3.201  -0.54
H: 4.069 3.503 -3.822  0.37
C: 3.512 2.703 -1.890  -0.38
H: 4.524 2.754 -1.488  0.40
C: 2.476 2.220 -1.087  -0.87
H: 2.677 1.926 -0.052  0.46
H: -0.389 1.964 0.552  -0.30
H: -1.813 5.999 0.170  0.34
N: -1.230 -1.270 1.167  -0.31
C: -1.227 -1.501 2.591  0.51
C: -2.345 -1.231 3.371  -0.57
C: -2.380 -1.705 4.702  -0.66
C: -1.342 -2.483 5.203  -0.90
C: -0.212 -2.801 4.403  0.62
C: 0.802 -3.690 4.809  -0.74
C: 1.840 -3.978 3.941  -0.89
C: 1.956 -3.265 2.746  -0.14
N: 0.990 -2.429 2.296  0.13
C: -0.122 -2.218 3.101  0.23
H: -1.734 -2.028 0.688  0.25
H: -1.762 -0.433 0.899  0.12
H: -3.183 -0.661 2.958  0.41
H: -3.226 -1.466 5.346  0.36
H: -1.378 -2.906 6.218  0.33
H: 0.721 -4.132 5.803  0.36
H: 2.606 -4.708 4.186  0.37
H: 2.855 -3.366 2.132  0.26

For the gap between HOMO and LUMO (spin up / spin down), the calculation gives 5.28 / 7.45 eV. For the total energy, the calculation gives -62425.478 eV. The energy above the lowest of the compared OMol25 structures with the same formula, charge and spin is 0.0 kJ/mol. Its multiplicity is 3. The maximum force comes out at 0.040 Eh/bohr. For the HOMO energy (spin up / spin down), the calculation gives -5.234 / -7.327 eV.



# 5
Computed, not measured: a structure of composition C29H43AsGeIrN9O7S2Si3 in a non-equilibrium geometry, with ωB97M-V with the def2-TZVPD basis set.

Last column: Mulliken charge in e.
Positions of all 96 atoms, in Å:
Ir: -0.969 -0.346 0.177  3.29
N: -1.783 2.792 0.560  0.56
C: -1.845 1.996 1.689  0.06
N: -1.805 2.542 2.893  -0.41
N: -1.761 1.500 3.747  -1.08
N: -1.742 0.390 3.101  -0.15
N: -1.819 0.653 1.779  0.50
C: -1.958 2.407 -0.796  -0.55
N: -2.500 3.568 -1.541  -0.83
N: -1.938 3.657 -2.656  -0.75
N: -0.938 2.795 -2.734  0.55
N: -0.747 2.047 -1.573  0.51
H: -1.800 3.781 0.738  0.33
O: 2.484 0.060 -2.596  -0.82
As: 0.906 0.703 -2.054  0.79
O: 1.818 1.574 -0.707  -0.40
O: 0.368 -0.707 -1.370  0.24
C: 0.566 1.366 -3.810  0.37
C: 1.190 0.867 -4.951  -0.70
C: 0.884 1.412 -6.182  -0.72
C: -0.027 2.469 -6.269  -0.50
C: -0.654 2.973 -5.150  -0.84
C: -0.361 2.397 -3.911  -0.03
S: -3.225 0.294 -1.931  0.52
O: -4.603 -0.096 -1.707  -0.66
O: -2.962 1.411 -0.719  -0.45
O: -2.282 -0.780 -1.355  -1.10
H: 2.871 -0.454 -1.875  0.19
H: 1.906 0.065 -4.857  0.45
H: 1.352 1.024 -7.076  0.42
H: -0.257 2.896 -7.237  0.37
H: -1.374 3.775 -5.209  0.48
O: 0.984 0.120 1.197  -1.03
S: 1.110 1.545 0.736  0.66
C: 2.515 2.142 1.661  0.43
C: 2.561 1.770 2.997  -0.68
C: 3.574 2.270 3.800  -0.74
C: 4.523 3.132 3.268  -0.49
C: 4.464 3.498 1.930  -0.87
C: 3.453 3.007 1.118  -0.47
C: 1.159 4.981 0.776  1.01
C: 1.516 5.909 -0.164  -0.86
C: 0.813 7.116 -0.141  -0.30
C: -0.183 7.322 0.804  -0.63
C: -0.495 6.338 1.736  -0.29
C: 0.194 5.125 1.737  -0.94
H: 1.811 1.098 3.397  0.32
H: 3.620 1.985 4.843  0.43
H: 5.312 3.522 3.898  0.38
H: 5.202 4.174 1.517  0.42
H: 3.399 3.277 0.073  0.55
H: 2.286 5.723 -0.903  0.40
H: 1.041 7.887 -0.869  0.36
H: -0.728 8.257 0.810  0.37
H: -1.282 6.503 2.462  0.41
H: -0.066 4.340 2.440  0.44
C: -2.401 -5.700 -0.294  -1.12
Si: -2.516 -3.847 -0.689  0.82
C: -4.185 -3.238 -0.096  -0.97
C: -2.398 -3.744 -2.567  -1.24
Ge: -0.710 -2.773 0.481  -0.20
Si: 1.422 -3.391 -0.440  0.79
C: 1.724 -5.177 0.119  -1.11
C: 1.480 -3.424 -2.324  -0.62
C: 2.875 -2.360 0.182  -0.59
Si: -0.813 -3.232 2.842  1.10
C: 0.490 -2.186 3.707  -0.79
C: -0.404 -5.042 3.237  -1.25
C: -2.527 -2.921 3.533  -1.06
H: -3.327 -6.201 -0.595  0.38
H: -2.251 -5.898 0.770  0.16
H: -1.580 -6.167 -0.845  0.25
H: -4.977 -3.741 -0.658  0.37
H: -4.292 -2.164 -0.243  0.18
H: -4.330 -3.463 0.963  0.25
H: -3.301 -4.176 -3.010  0.42
H: -1.547 -4.319 -2.937  0.30
H: -2.305 -2.714 -2.906  0.17
H: 1.000 -5.861 -0.332  0.23
H: 1.650 -5.278 1.203  0.18
H: 2.724 -5.507 -0.182  0.42
H: 0.541 -3.766 -2.758  0.07
H: 2.272 -4.108 -2.649  0.40
H: 1.688 -2.433 -2.727  -0.05
H: 3.257 -2.749 1.130  0.39
H: 2.590 -1.321 0.349  -0.35
H: 3.693 -2.406 -0.545  0.42
H: 1.492 -2.568 3.490  0.32
H: 0.343 -2.204 4.791  0.53
H: 0.429 -1.150 3.377  -0.17
H: 0.670 -5.235 3.202  0.30
H: -0.894 -5.752 2.568  0.24
H: -0.746 -5.258 4.255  0.36
H: -2.794 -1.870 3.455  0.25
H: -2.539 -3.208 4.589  0.41
H: -3.278 -3.521 3.014  0.26

For the gap between HOMO and LUMO (spin up / spin down), the calculation gives 7.45 / 6.86 eV. For the total energy, the calculation gives -224009.977 eV. The energy above the lowest of the compared OMol25 structures with the same formula, charge and spin is 513.4 kJ/mol. Its multiplicity is 2. As for the net charge: -1. The maximum force comes out at 0.033 Eh/bohr. For the HOMO energy (spin up / spin down), the calculation gives -5.287 / -5.286 eV.



# 6
Computed, not measured: an isolated molecule of C4H6OS in a non-equilibrium geometry, with ωB97M-V with the def2-TZVPD basis set.

Last column: Mulliken charge in e.
Positions of all 12 atoms, in Å:
C: 2.650 0.392 -0.294  -0.85
C: 1.389 0.511 0.078  0.02
C: 0.654 -0.718 0.664  -0.59
C: -1.754 0.485 0.022  0.03
H: 3.147 -0.570 -0.223  0.22
H: 3.244 1.170 -0.681  0.29
H: 0.853 1.430 -0.001  0.41
H: 1.271 -1.606 0.642  0.33
H: 0.433 -0.548 1.681  0.34
H: -2.784 0.231 0.136  0.39
O: -1.318 1.603 0.057  -0.43
S: -0.828 -1.059 -0.302  -0.14

For the gap between HOMO and LUMO, the calculation gives 9.88 eV. For the total energy, the calculation gives -17126.599 eV. The energy above the lowest of the compared OMol25 structures with the same formula, charge and spin is 147.7 kJ/mol. Its multiplicity is 1. The maximum force comes out at 0.047 Eh/bohr. For the HOMO energy, the calculation gives -9.411 eV.



Q: Which value of maximum force does entry 2 give?
A: 0.010 Eh/bohr



Q: What is the formula in the sixth record?
A: C4H6OS



Q: What is the multiplicity in the sixth record?
A: 1